Record 1
Formula: CdH49O29P
Source: the Open Molecules 2025 dataset
Level of theory: ωB97M-V/def2-TZVPD

Results
**Lowest unoccupied orbital energy**: 3.987 eV
**HOMO level**: -0.181 hartree

```
! RIJCOSX wB97M-V def2-TZVPD def2/J DEFGRID3
* xyz -2 1
Cd 1.105 -0.895 0.517
O 3.201 -0.853 0.458
H 3.524 -1.766 0.330
P -1.393 -0.156 -0.578
O -2.601 0.390 0.217
O -0.120 0.758 -0.288
O -1.542 -0.330 -2.094
O -0.944 -1.527 0.043
O 0.910 -1.261 -2.601
H 1.484 -0.567 -2.874
H 0.083 -0.920 -2.298
O 5.004 2.819 3.282
H 4.389 2.641 2.555
H 5.367 3.704 3.155
O 0.064 -0.073 2.470
H 0.076 0.840 2.896
H -0.718 0.035 1.913
O 0.479 3.084 0.027
H 0.756 3.784 -0.533
H 0.241 2.203 -0.390
O 3.063 3.061 0.762
H 2.027 2.931 0.915
H 3.381 2.527 0.128
O 1.646 -3.236 1.875
H 0.781 -2.998 2.316
H 2.427 -2.727 2.193
O 2.045 -7.402 0.960
H 2.218 -7.198 1.862
H 2.314 -6.619 0.450
O 2.790 -4.721 -0.335
H 2.281 -4.179 0.264
H 2.876 -4.161 -1.107
O -1.944 1.979 4.196
H -2.214 2.851 3.920
H -2.429 1.329 3.716
O -5.120 -0.540 -0.017
H -4.793 -1.377 0.176
H -4.341 -0.028 0.061
O 2.121 -3.673 -3.459
H 1.438 -3.937 -4.056
H 1.637 -2.890 -3.042
O 4.800 5.317 0.142
H 4.035 4.726 0.451
H 5.506 4.727 0.556
O -6.190 -2.206 -4.549
H -5.607 -1.755 -3.839
H -6.052 -3.149 -4.497
O -4.493 -0.877 -2.695
H -3.514 -0.974 -2.620
H -4.811 -1.231 -1.878
O -4.404 4.035 2.237
H -3.642 3.676 1.671
H -5.211 3.765 1.840
O -2.786 -0.428 2.836
H -2.680 -0.067 1.941
H -3.765 -0.456 2.964
O -0.765 -2.722 2.797
H -1.171 -1.895 3.079
H -1.211 -3.195 2.087
O -0.635 1.539 -3.894
H -0.740 0.755 -3.391
H -1.180 2.311 -3.454
O -2.136 3.085 0.574
H -1.173 3.292 0.628
H -2.330 2.222 0.191
O -2.986 2.760 -2.651
H -3.354 3.094 -1.847
H -3.248 1.835 -2.567
O -2.769 -3.422 -0.004
H -2.155 -2.610 0.041
H -2.182 -4.144 -0.363
O 1.900 1.455 -4.393
H 0.924 1.732 -4.191
H 2.022 0.940 -5.160
O 3.440 1.124 -1.343
H 3.576 0.885 -2.210
H 3.536 0.315 -0.850
O 7.011 1.561 4.910
H 6.581 2.055 4.157
H 6.291 1.023 5.309
*
```

=====

Record 2
Formula: C15H19FN4O5S2
Source: the Open Molecules 2025 dataset
Level of theory: ωB97M-V/def2-TZVPD

Results
**Structure (SMILES)**: CNS(=O)(=O)c1cn(CC(=O)NCc2ccc(F)cc2)cc1S(=O)(=O)NC
**Energy relative to the best compared isomer or geometry (same formula, charge and spin)**: 0.0 kcal/mol
**Lowest unoccupied orbital energy**: 0.422 eV
**HOMO level**: -0.350 hartree

```
! RIJCOSX wB97M-V def2-TZVPD def2/J DEFGRID3
* xyz 0 1
C 0.360 2.264 1.436
N 1.685 2.423 0.886
S 1.841 1.976 -0.690
O 0.830 2.643 -1.455
O 3.216 2.151 -1.064
C 1.462 0.243 -0.754
C 0.362 -0.333 -1.338
N 0.422 -1.679 -1.139
C -0.619 -2.606 -1.474
C -1.739 -2.706 -0.411
O -2.448 -3.682 -0.352
N -1.836 -1.642 0.404
C -2.893 -1.512 1.392
C -3.935 -0.533 0.915
C -3.807 0.823 1.189
C -4.737 1.730 0.713
C -5.792 1.260 -0.047
F -6.704 2.135 -0.513
C -5.939 -0.084 -0.344
C -5.000 -0.976 0.140
C 1.539 -1.969 -0.424
C 2.213 -0.800 -0.172
S 3.719 -0.569 0.723
O 4.146 -1.829 1.251
O 3.477 0.490 1.678
N 4.743 -0.119 -0.492
C 6.155 -0.197 -0.172
H 0.276 2.866 2.340
H -0.341 2.632 0.688
H 0.128 1.220 1.678
H 2.420 1.976 1.431
H -0.419 0.137 -1.902
H -1.092 -2.309 -2.415
H -0.204 -3.608 -1.602
H -1.273 -0.822 0.233
H -2.453 -1.182 2.336
H -3.327 -2.506 1.517
H -2.979 1.177 1.787
H -4.653 2.785 0.922
H -6.774 -0.413 -0.941
H -5.092 -2.028 -0.083
H 1.797 -2.967 -0.135
H 4.452 0.791 -0.844
H 6.480 0.601 0.501
H 6.319 -1.159 0.311
H 6.728 -0.149 -1.096
*
```

=====

Record 3
Formula: C4H13NO2
Source: the Open Molecules 2025 dataset
Level of theory: ωB97M-V/def2-TZVPD

Results
**Structure (SMILES)**: CC(C)=CN.O.O
**Energy relative to the best compared isomer or geometry (same formula, charge and spin)**: 32.8 kcal/mol
**Lowest unoccupied orbital energy**: 0.681 eV
**HOMO level**: -0.324 hartree

```
! RIJCOSX wB97M-V def2-TZVPD def2/J DEFGRID3
* xyz 0 1
C -0.680 -0.281 -0.542
C 0.650 0.414 -0.372
C 0.595 1.867 0.127
C 1.806 -0.228 -0.139
N 2.061 -1.533 -0.683
H -1.424 0.143 0.112
H -0.961 -0.354 -1.588
H -0.603 -1.306 -0.189
H -0.185 1.960 0.889
H 1.497 1.967 0.729
H 0.436 2.613 -0.647
H 2.655 0.276 0.314
H 1.949 -2.335 -0.080
H 2.948 -1.590 -1.153
O -4.829 -0.674 -2.418
H -4.265 -1.333 -2.003
H -5.482 -0.411 -1.755
O 0.948 0.280 3.302
H 1.101 -0.028 2.400
H 1.782 0.552 3.696
*
```

=====

Record 4
Formula: C3H10NO2
Source: the Open Molecules 2025 dataset
Level of theory: ωB97M-V/def2-TZVPD

Results
**Energy relative to the best compared isomer or geometry (same formula, charge and spin)**: 35.0 kcal/mol
**Lowest unoccupied orbital energy**: -3.426 eV
**HOMO level**: -0.533 hartree

```
! RIJCOSX wB97M-V def2-TZVPD def2/J DEFGRID3
* xyz 1 1
O 1.578 -1.739 1.159
C 1.205 -0.955 0.345
C -0.315 -0.946 0.037
N -0.899 0.306 -0.557
C -2.400 0.172 -0.584
H 1.807 -0.200 -0.154
H -0.561 -1.764 -0.645
H -0.908 -1.134 0.946
H -0.417 1.193 -0.195
H -0.517 0.323 -1.515
H -2.721 -0.652 -1.221
H -2.830 1.076 -1.032
H -2.725 -0.014 0.468
H 1.176 2.888 0.638
H 1.912 2.050 -0.443
O 1.040 2.292 -0.107
*
```

=====

Record 5
Formula: C5H15N2O
Source: the Open Molecules 2025 dataset
Level of theory: ωB97M-V/def2-TZVPD

Results
**Energy relative to the best compared isomer or geometry (same formula, charge and spin)**: 81.1 kcal/mol
**Lowest unoccupied orbital energy**: -3.034 eV
**HOMO level**: -0.454 hartree

```
! RIJCOSX wB97M-V def2-TZVPD def2/J DEFGRID3
* xyz 1 1
C 1.192 1.931 -0.131
C 0.278 -0.721 -2.697
C -1.468 -1.138 2.567
C -0.875 0.221 0.458
C 0.713 0.530 -0.548
N 0.331 0.484 -1.865
N -0.441 -0.465 1.772
O 1.481 -0.621 -0.219
H 0.262 2.660 -0.260
H 1.655 1.869 0.911
H 1.867 2.288 -0.917
H -0.700 -0.724 -3.296
H 1.031 -0.720 -3.389
H 0.193 -1.539 -2.027
H -1.941 -2.033 1.996
H -1.040 -1.760 3.458
H -2.147 -0.405 3.003
H -1.648 -0.411 -0.122
H -1.384 1.096 0.731
H 0.170 1.302 -2.341
H 0.126 0.269 2.410
H 0.309 -1.159 1.343
H 2.038 -0.954 -0.836
*
```

=====

Record 6
Formula: C37H39Cl4F6HgN7P
Source: the Open Molecules 2025 dataset
Level of theory: ωB97M-V/def2-TZVPD

Results
**Lowest unoccupied orbital energy**: -2.759 eV
**HOMO level**: -0.399 hartree

```
! RIJCOSX wB97M-V def2-TZVPD def2/J DEFGRID3
* xyz 1 1
Hg 1.971 0.372 1.506
P -0.090 -0.663 -0.765
F -1.674 -0.674 -0.892
F -0.111 0.814 -0.039
F -0.112 -1.255 0.771
F 1.575 -0.620 -0.634
F 0.037 -2.133 -1.310
F 0.064 0.052 -2.175
N 0.337 3.240 -4.979
C 0.102 4.528 -5.021
C -0.556 5.245 -4.033
C -0.925 4.568 -2.881
C -0.701 3.202 -2.828
C -0.064 2.582 -3.888
H 0.422 5.064 -5.910
H -0.690 6.311 -4.156
H -1.423 5.032 -2.038
H -1.010 2.704 -1.918
H 0.018 1.502 -3.934
N 0.426 1.498 2.790
C -0.620 0.939 3.402
C -1.594 1.677 4.042
C -1.526 3.060 4.029
C -0.513 3.645 3.279
C 0.483 2.830 2.788
H -0.663 -0.144 3.405
H -2.380 1.134 4.551
H -2.318 3.695 4.403
H -0.414 4.716 3.182
H 1.264 3.290 2.189
N 4.030 -0.690 0.864
C 4.586 -0.473 -0.321
C 5.880 -0.814 -0.654
C 6.639 -1.483 0.302
C 6.049 -1.773 1.520
C 4.776 -1.313 1.783
H 3.944 -0.009 -1.063
H 6.234 -0.622 -1.655
H 7.664 -1.759 0.096
H 6.626 -2.276 2.285
H 4.391 -1.329 2.795
N -0.993 -4.045 -3.899
C -1.060 -5.198 -4.557
C -2.251 -5.871 -4.783
C -3.421 -5.329 -4.296
C -3.371 -4.104 -3.645
C -2.125 -3.535 -3.436
H -0.117 -5.649 -4.848
H -2.274 -6.835 -5.276
H -4.386 -5.773 -4.508
H -4.258 -3.641 -3.238
H -1.997 -2.663 -2.803
N -3.462 -2.314 3.649
C -2.663 -2.978 2.806
C -2.767 -2.863 1.434
C -3.711 -2.028 0.876
C -4.553 -1.359 1.758
C -4.349 -1.498 3.113
H -2.019 -3.724 3.261
H -2.088 -3.452 0.826
H -3.797 -2.042 -0.201
H -5.295 -0.682 1.353
H -4.960 -0.943 3.818
N 1.831 -1.406 3.061
C 1.597 -1.180 4.349
C 1.130 -2.140 5.224
C 0.981 -3.432 4.756
C 1.279 -3.684 3.429
C 1.627 -2.627 2.602
H 1.809 -0.182 4.720
H 0.993 -1.890 6.266
H 0.664 -4.237 5.407
H 1.165 -4.679 3.020
H 1.756 -2.847 1.548
N 2.667 2.256 0.256
C 1.848 2.936 -0.548
C 2.235 4.042 -1.288
C 3.558 4.433 -1.221
C 4.439 3.723 -0.415
C 3.929 2.667 0.311
H 0.832 2.575 -0.663
H 1.528 4.514 -1.955
H 3.903 5.281 -1.802
H 5.493 3.953 -0.378
H 4.547 2.159 1.046
C -3.136 0.652 -3.341
Cl -4.003 1.757 -4.399
Cl -4.175 -0.643 -2.727
H -2.249 0.247 -3.814
H -2.794 1.222 -2.482
C -3.513 1.737 0.499
Cl -4.673 2.116 1.776
Cl -2.729 3.215 -0.098
H -2.743 1.084 0.895
H -4.013 1.238 -0.325
*
```